Entry 1:
{
  "formula": "C17H20ClIrN2OSi",
  "method": "ωB97M-V/def2-TZVPD",
  "e_lumo_ev": [-4.869, -4.871],
  "spin_multiplicity": 2,
  "homo_lumo_gap_ev": [5.66, 6.19],
  "de_lowest_ev": 0.8709,
  "charge": 1,
  "elements": ["Ir", "C", "Si", "C", "C", "N", "C", "C", "C", "C", "C", "C", "O", "C", "C", "C", "C", "C", "C", "H", "H", "H", "H", "H", "H", "H", "H", "H", "H", "H", "H", "H", "H", "H", "H", "H", "H", "Cl", "C", "H", "H", "N", "C"],
  "positions_angstrom": [[-0.80825, -1.88619, -0.07552], [2.83486, -2.46555, 1.79022], [1.97718, -2.36585, 0.14436], [0.87073, -3.90564, 0.02677], [3.09097, -2.50886, -1.34136], [0.90099, -0.94353, 0.06098], [1.46497, 0.32495, 0.06881], [2.85631, 0.53251, 0.09321], [3.41570, 1.79477, 0.10854], [2.61401, 2.92794, 0.12873], [1.24099, 2.77301, 0.13071], [0.70887, 1.49782, 0.08048], [-0.65411, 1.24505, 0.21731], [-1.63800, 2.00719, -0.07281], [-2.87832, 1.51602, 0.58568], [-4.06860, 2.38525, 0.36280], [-4.00676, 3.50673, -0.36465], [-2.78579, 3.83626, -1.04776], [-1.62657, 3.12657, -0.92122], [3.35188, -3.42404, 1.87890], [2.09857, -2.40798, 2.59426], [3.57007, -1.67818, 1.95276], [1.65896, -4.66761, 0.04819], [0.35388, -4.07552, -0.92165], [0.21749, -4.13358, 0.87017], [3.65523, -3.44276, -1.27821], [3.80710, -1.69929, -1.46624], [2.48077, -2.55427, -2.24633], [3.52219, -0.31558, 0.11092], [4.49266, 1.89367, 0.12449], [3.04711, 3.91683, 0.16938], [0.60331, 3.64037, 0.22418], [-2.64495, 1.58587, 1.66406], [-4.99302, 2.03407, 0.80196], [-4.87715, 4.12905, -0.51349], [-2.79272, 4.68534, -1.72133], [-0.74526, 3.38646, -1.48768], [-2.55577, -3.48532, -0.43438], [-3.57965, -2.00120, -0.20389], [-4.22784, -2.18692, 0.64674], [-4.14823, -1.85226, -1.11626], [-3.24482, 0.15305, 0.26992], [-2.55899, -0.89867, 0.05828]]
}

***

Entry 2:
{
  "formula": "C4H6O2",
  "method": "ωB97M-V/def2-TZVPD",
  "e_lumo_ev": 0.786,
  "homo_lumo_gap_ev": 10.31,
  "smiles": "O=COC1CC1",
  "de_lowest_ev": 3.5860,
  "charge": 0,
  "elements": ["O", "C", "O", "C", "C", "C", "H", "H", "H", "H", "H", "H"],
  "positions_angstrom": [[0.66758, 1.16060, -2.65038], [-0.21262, 0.54562, -2.17188], [-0.90841, 0.76511, -0.72716], [-0.01501, 0.56060, 0.31936], [0.63801, -0.78811, 0.52480], [-0.40438, -0.28508, 1.49217], [-0.91976, -0.25117, -1.95188], [0.58895, 1.43930, 0.51220], [0.34948, -1.61105, -0.12714], [1.67797, -0.81070, 0.84005], [-1.38175, -0.75840, 1.45878], [-0.08006, 0.03328, 2.48109]]
}

***

Entry 3:
{
  "formula": "C4H13NO",
  "method": "ωB97M-V/def2-TZVPD",
  "e_lumo_ev": 1.005,
  "homo_lumo_gap_ev": 10.74,
  "smiles": "CC[C@H](C)N.O",
  "de_lowest_ev": 0.4463,
  "charge": 0,
  "elements": ["C", "C", "C", "C", "N", "H", "H", "H", "H", "H", "H", "H", "H", "H", "H", "H", "O", "H", "H"],
  "positions_angstrom": [[-0.96454, -0.39530, -2.06305], [-1.22834, -0.53508, -0.59876], [0.00965, -1.04032, 0.19254], [-0.35351, -1.33282, 1.63520], [1.09923, -0.02590, 0.07403], [-0.31985, 0.44207, -2.34682], [-0.58605, -1.32642, -2.48414], [-1.89108, -0.17064, -2.60707], [-1.96682, -1.28545, -0.30095], [-1.44442, 0.35663, -0.01383], [0.42063, -1.91411, -0.32564], [0.14270, -2.18291, 2.09619], [-0.13684, -0.45337, 2.25124], [-1.43163, -1.45426, 1.75992], [0.88256, 0.58953, 0.84831], [2.01150, -0.37933, 0.34109], [1.24065, 2.84406, 0.60096], [0.49333, 3.44399, 0.48140], [1.09477, 2.11162, -0.02194]]
}